Computed, not measured: C20H43GaN2P3S as an isolated structure at a distorted geometry, with ωB97M-V/def2-TZVPD.

Results
HOMO level: -13.81 eV
Charge: +3
2S+1: 1
Energy relative to the best compared isomer or geometry (same formula, charge and spin): 38.1 kcal/mol
E: -115468.8845 eV
HOMO-LUMO gap: 6.011 eV

Last column: Löwdin charge in e.
Geometry (Å):
H1 -0.07613 -1.39116 3.95815  0.101
H2 2.06012 -3.75668 3.36411  0.113
H3 1.06089 2.97752 1.12433  0.047
H4 1.48487 -2.54564 4.55290  0.099
H5 -0.73568 -1.97501 2.40791  0.096
H6 4.75160 -2.96442 -2.80213  0.066
C1 -3.46317 -0.65889 0.82054  -0.195
H7 2.40115 1.34978 1.05300  0.007
N1 2.63182 -1.74352 0.45654  0.149
H8 -3.74141 -1.67935 1.11985  0.086
S1 -1.29851 -0.46126 -1.53817  0.732
H9 -3.58551 -2.97524 -1.25307  0.084
H10 3.16820 2.50656 -2.50947  0.064
H11 5.49485 2.07113 -2.20928  0.068
H12 -3.43831 1.73556 -1.58001  0.040
P1 -1.24032 2.43084 0.59539  0.877
H13 3.96744 0.68320 1.57375  0.063
H14 3.51170 -3.82908 -1.80908  0.071
H15 -0.43908 3.90602 -1.11539  0.067
H16 3.86916 2.38675 1.06898  0.069
H17 0.38524 1.79576 2.29267  0.044
H18 5.55420 2.61205 -0.49764  0.066
C2 -1.38723 -0.40013 -5.65387  -0.043
H19 1.71381 -2.20438 -2.62754  0.039
C3 2.65059 1.76408 -1.88732  -0.220
H20 2.15186 1.03708 -2.54192  0.034
C4 -1.80556 -1.69106 -5.96379  -0.030
C5 -4.07093 -2.07530 -1.64848  -0.187
C6 -1.16813 -0.02471 -4.32132  -0.093
H21 -1.39014 4.78644 0.12955  0.089
H22 -1.21274 1.23589 -0.26060  -0.076
H23 -3.61577 2.39741 1.06432  0.063
H24 -2.52754 -0.39536 1.33837  0.025
C7 5.46101 1.74158 -1.16224  -0.213
H25 -1.99784 -1.97162 -6.99614  0.130
C8 2.04902 -2.69022 3.62786  0.013
C9 3.48568 1.37662 0.87500  -0.241
C10 -1.38672 -0.95212 -3.28325  -0.558
C11 2.77533 -1.96470 -2.75207  -0.295
H26 -2.67854 1.57849 2.33980  0.055
H27 -1.72628 -3.03249 -2.83483  0.109
H28 -2.22736 3.80459 -1.12312  0.064
C12 -3.99885 0.81138 -1.79648  -0.196
C13 3.80952 -2.87918 -2.25757  -0.246
C14 -2.69739 2.44263 1.66274  -0.204
P2 3.88034 0.92243 -0.83696  0.785
C15 1.93049 -1.79338 1.41306  -0.158
H29 -0.03589 -0.31663 2.52463  0.060
H30 -0.06221 3.51347 2.39265  0.093
H31 3.08369 -2.34461 3.77116  0.112
H32 1.89225 2.26492 -1.26890  0.025
C16 0.04973 -1.35839 2.87433  -0.008
H33 -0.82365 0.98426 -4.06415  0.109
H34 2.98338 -1.35787 -3.63640  0.066
H35 -5.13574 -2.06192 -1.37235  0.096
Ga1 3.62189 -1.33031 -1.14453  0.357
H36 -3.97490 0.62835 -2.88063  0.083
C17 -1.33734 3.87407 -0.48273  -0.186
H37 -3.99078 -2.05880 -2.74418  0.068
H38 -5.03715 0.91441 -1.45789  0.082
C18 -1.68009 -2.28371 -3.62446  -0.136
H39 -1.23246 0.31616 -6.46013  0.126
H40 -2.69411 3.36651 2.26105  0.090
C19 0.16700 2.69216 1.69408  -0.197
H41 -2.26634 -3.65654 -5.16434  0.131
H42 -4.26498 0.02336 1.13724  0.077
N2 1.39086 -1.89503 2.58217  -0.167
C20 -1.95564 -2.63071 -4.94617  -0.040
P3 -3.31459 -0.61856 -0.96074  0.631
H43 6.27764 1.03653 -0.96148  0.067